1.
DFT (ωB97M-V/def2-TZVPD) results for a molecular structure, C41H52CaN2P2SSi2 in a non-equilibrium geometry.

Geometry (Å):
Ca1 -1.06307 0.59511 -0.16047
C1 1.52773 -1.86201 1.86697
C2 1.84588 -0.36277 1.72241
P1 3.32488 0.31523 0.76862
C3 4.33953 -1.16517 0.42375
C4 4.97021 -1.77813 1.50974
C5 5.86017 -2.82153 1.31989
C6 6.15296 -3.25788 0.03510
C7 5.54558 -2.64874 -1.05060
C8 4.64571 -1.60869 -0.85910
C9 2.62946 0.76245 -0.87638
C10 3.08452 1.95466 -1.43280
C11 2.53629 2.45638 -2.60762
C12 1.51333 1.77596 -3.24780
C13 1.06702 0.56757 -2.72594
C14 1.62872 0.06799 -1.55640
P2 0.49203 -2.60645 0.52508
C15 -0.36556 -3.94621 1.42815
C16 -1.35340 -4.62731 0.71617
C17 -2.04947 -5.67587 1.29300
C18 -1.77491 -6.05648 2.59969
C19 -0.79508 -5.38789 3.31666
C20 -0.09173 -4.34182 2.73352
C21 1.65870 -3.59623 -0.48642
C22 2.53853 -4.52844 0.05986
C23 3.33254 -5.30974 -0.76167
C24 3.25123 -5.17655 -2.14325
C25 2.38087 -4.25412 -2.69865
C26 1.59021 -3.46669 -1.87064
H1 0.91976 -1.97105 2.76932
H2 2.43755 -2.43733 2.03307
H3 1.96429 0.06310 2.72042
H4 1.00174 0.17745 1.29045
H5 4.77961 -1.42118 2.51722
H6 6.33319 -3.28943 2.17469
H7 6.85201 -4.07048 -0.11741
H8 5.76481 -2.98811 -2.05539
H9 4.16770 -1.15362 -1.71798
H10 3.85197 2.51763 -0.91427
H11 2.89798 3.39344 -3.01268
H12 1.07481 2.17258 -4.15446
H13 0.29897 0.00113 -3.24565
H14 1.29904 -0.89643 -1.18949
H15 -1.58598 -4.32716 -0.29736
H16 -2.81894 -6.18543 0.72722
H17 -2.32616 -6.86738 3.05849
H18 -0.57442 -5.67726 4.33626
H19 0.67475 -3.84558 3.31676
H20 2.58939 -4.65924 1.13587
H21 4.01132 -6.03261 -0.32612
H22 3.86796 -5.79509 -2.78370
H23 2.31017 -4.14865 -3.77429
H24 0.89887 -2.75398 -2.30815
C27 -3.50206 3.65262 1.07182
Si1 -3.10984 2.49696 -0.40168
C28 -3.45217 3.60869 -1.94892
C29 -4.65842 1.34409 -0.41244
C30 -5.88119 1.99453 -0.65253
C31 -7.08344 1.31726 -0.75083
C32 -7.09186 -0.06491 -0.61182
C33 -5.90071 -0.72398 -0.36588
C34 -4.66819 -0.05636 -0.25256
Si2 -3.16082 -1.21481 0.12960
C35 -3.19101 -2.31889 -1.45821
C36 -3.83425 -2.33738 1.52476
H25 -4.45105 4.17478 0.91294
H26 -2.72215 4.40514 1.23221
H27 -3.59176 3.07775 1.99711
H28 -4.11920 4.44944 -1.72667
H29 -3.93094 3.01022 -2.72867
H30 -2.54208 4.01817 -2.39728
H31 -5.89146 3.07518 -0.76952
H32 -8.00407 1.85877 -0.93664
H33 -8.01883 -0.62119 -0.69303
H34 -5.92737 -1.80483 -0.25160
H35 -3.84612 -3.18899 -1.33651
H36 -2.19993 -2.69419 -1.73101
H37 -3.56705 -1.74264 -2.30825
H38 -4.35254 -3.21147 1.11743
H39 -4.54434 -1.78349 2.14303
H40 -3.04049 -2.70657 2.17876
C37 -0.04625 6.61177 -1.55969
C38 -0.97722 5.95792 -0.54547
N1 -0.55644 4.62049 -0.16740
C39 0.30983 4.32392 0.80079
S1 0.67523 2.71803 1.20859
N2 0.87356 5.35330 1.45567
C40 1.90732 5.21098 2.47699
C41 3.30021 5.04890 1.88722
H41 -0.39380 7.61620 -1.80449
H42 -0.01709 6.02518 -2.47867
H43 0.97626 6.68700 -1.18281
H44 -1.97931 5.86582 -0.95547
H45 -1.07970 6.57270 0.35406
H46 -1.01352 3.81923 -0.58984
H47 0.73770 6.27467 1.07360
H48 1.64935 4.34920 3.08736
H49 1.84995 6.09726 3.11002
H50 3.33841 4.15770 1.26040
H51 4.03662 4.93611 2.68446
H52 3.57904 5.91776 1.28737

The energy above the lowest of the compared OMol25 structures with the same formula, charge and spin is 31.0 kcal per mole. The calculation puts the LUMO energy at 0.33 eV.


2.
DFT (ωB97M-V/def2-TZVPD) results for a molecular structure, C41H52N2O2PPdSbSi3 in a non-equilibrium geometry.

Geometry (Å):
Pd1 1.18639 1.22080 -0.00049
O1 0.53524 4.54908 -1.87971
C1 0.38676 4.09127 -0.76640
O2 1.17833 3.26644 -0.15358
C2 -0.79039 4.46335 0.10496
C3 -1.55595 5.57900 -0.20664
C4 -2.58587 5.96622 0.63480
C5 -2.84940 5.23383 1.78476
C6 -2.10434 4.10443 2.08434
C7 -1.07985 3.69483 1.23638
P1 -0.07387 2.22259 1.65894
C8 0.86947 2.76468 3.10624
C9 0.41215 2.52595 4.39784
C10 1.16139 2.94251 5.48833
C11 2.35940 3.61391 5.29179
C12 2.80924 3.86845 4.00346
C13 2.07230 3.44117 2.91209
C14 -1.29640 0.99589 2.25386
C15 -0.56263 -0.19185 2.70186
C16 -2.52611 -1.96543 2.93535
C17 -3.48001 -1.32659 1.98283
C18 -3.49531 -0.06326 1.54747
C19 -2.54372 1.02246 1.74851
H1 -1.30995 6.13297 -1.10249
H2 -3.17486 6.84443 0.40498
H3 -3.64243 5.54150 2.45411
H4 -2.33140 3.53874 2.97935
H5 -0.52653 2.00759 4.55699
H6 0.80583 2.74265 6.49053
H7 2.94325 3.93812 6.14327
H8 3.74330 4.39191 3.84752
H9 2.42678 3.62168 1.90469
H10 0.34220 0.01021 3.26937
H11 -2.61407 -3.05189 2.84497
H12 -4.28885 -1.96254 1.63939
H13 -4.31650 0.21191 0.89412
H14 -2.88120 1.94490 1.29325
C20 2.22757 0.47481 -2.62155
Sb1 1.72510 -1.41795 -1.67901
C21 1.72859 -0.67957 0.34232
C22 1.05221 -1.49849 1.36892
C23 -0.36128 -1.18219 1.56992
C24 -1.05321 -1.61326 2.83385
C25 -0.19547 -2.53416 3.61928
C26 1.05152 -2.83246 3.24396
N1 1.73078 -2.26088 2.16095
Si1 3.53248 -0.34812 0.95235
C27 3.57134 0.13086 2.76634
C28 4.63714 -1.84550 0.67210
C29 4.32993 1.06034 -0.03620
C30 -0.33519 -1.76877 -2.39840
C31 -1.37350 -0.72264 -2.07235
C32 -2.72809 -0.94663 -2.35494
C33 -3.64342 0.08158 -2.23744
C34 -3.20160 1.33368 -1.84125
C35 -1.85459 1.47066 -1.56393
N2 -0.96408 0.48570 -1.66452
Si2 -0.22021 -1.64353 -4.33155
C36 1.41819 -2.26360 -5.02716
C37 -0.47434 0.14788 -4.85155
C38 -1.56589 -2.62068 -5.21860
Si3 -0.69867 -3.59426 -1.90715
C39 -2.46036 -4.19799 -2.22017
C40 0.46780 -4.73119 -2.85126
C41 -0.42126 -3.98501 -0.09359
H15 3.30922 0.57468 -2.57489
H16 1.76803 1.40712 -2.28786
H17 1.94065 0.34609 -3.66364
H18 -0.94050 -0.94888 0.68332
H19 -2.84012 -1.73477 3.96164
H20 -0.62822 -3.02677 4.48187
H21 1.64439 -3.54166 3.80843
H22 3.27540 -0.68989 3.41467
H23 2.93599 0.99178 2.97756
H24 4.59632 0.41916 3.01702
H25 4.27310 -2.70076 1.23961
H26 5.65946 -1.62366 0.98912
H27 4.67180 -2.12959 -0.38195
H28 3.70157 1.91052 -0.31558
H29 4.81026 0.68646 -0.94114
H30 5.12268 1.46209 0.60293
H31 -3.05722 -1.91129 -2.70283
H32 -4.68656 -0.09343 -2.47069
H33 -3.86638 2.18174 -1.75255
H34 -1.46226 2.42869 -1.25005
H35 2.28241 -1.64210 -4.79451
H36 1.31002 -2.26491 -6.11570
H37 1.65818 -3.28121 -4.72007
H38 0.08178 0.86934 -4.25387
H39 -1.53005 0.41975 -4.78601
H40 -0.16926 0.26467 -5.89430
H41 -1.56764 -3.69095 -5.01912
H42 -1.39062 -2.48978 -6.29003
H43 -2.56392 -2.23220 -5.00890
H44 -2.83480 -4.07138 -3.23519
H45 -3.16761 -3.73925 -1.52729
H46 -2.45507 -5.27076 -2.00675
H47 0.32357 -4.73473 -3.93085
H48 0.28770 -5.74896 -2.49528
H49 1.51559 -4.49921 -2.65414
H50 -1.14954 -3.50056 0.55856
H51 0.57666 -3.76039 0.28333
H52 -0.55890 -5.06553 0.00871

The energy above the lowest of the compared OMol25 structures with the same formula, charge and spin is 3.1 kcal per mole. The calculation puts the LUMO energy at -0.62 eV.


3.
DFT (ωB97M-V/def2-TZVPD) results for a molecular structure, C41H53Br3N4O20 in a non-equilibrium geometry.

Geometry (Å):
C1 6.19968 3.02346 3.63098
C2 5.23137 2.25271 4.30684
C3 4.40587 1.37369 3.58529
C4 4.48271 1.35421 2.19346
C5 5.48322 2.09592 1.59678
C6 6.33028 2.87088 2.29922
N1 3.56559 0.53003 1.35493
O1 3.61939 0.65704 0.16348
O2 2.81397 -0.20549 1.94715
H1 6.71910 3.78352 4.19571
H2 4.99826 2.34344 5.35747
H3 3.70189 0.78690 4.15670
H4 5.67211 2.11139 0.53354
H5 7.03561 3.51529 1.79560
C7 2.27922 -5.36385 -2.36328
C8 2.01904 -6.66155 -2.81605
C9 2.81313 -7.71558 -2.31758
C10 3.75670 -7.51197 -1.26715
C11 4.04184 -6.22059 -0.93346
C12 3.28822 -5.13663 -1.44744
N2 4.48351 -8.64103 -0.63729
O3 5.17589 -8.33328 0.35128
O4 4.25593 -9.75204 -0.95847
H6 1.69797 -4.52521 -2.71719
H7 1.18961 -6.71478 -3.50569
H8 2.54066 -8.71006 -2.63879
H9 4.58805 -6.00522 -0.02701
H10 3.24510 -4.18007 -0.94789
C13 -5.67091 -2.64790 -0.49366
C14 -6.34681 -1.71385 -1.26066
C15 -5.59537 -0.91938 -2.13864
C16 -4.17775 -1.14257 -2.15193
C17 -3.53217 -1.98020 -1.22120
C18 -4.30699 -2.76702 -0.43444
N3 -3.39819 -0.36305 -3.19003
O5 -2.18828 -0.63387 -3.33935
O6 -3.93533 0.44600 -3.90363
H11 -6.23335 -3.41058 0.02439
H12 -7.42404 -1.65373 -1.30931
H13 -5.98211 -0.20712 -2.85244
H14 -2.46552 -2.09267 -1.09467
H15 -3.90648 -3.51340 0.23556
C19 1.10609 1.87574 4.65946
C20 0.54517 1.63959 3.40684
C21 -0.10870 2.65465 2.70270
C22 -0.32448 3.93350 3.20305
C23 0.39475 4.19888 4.41296
C24 0.95468 3.18962 5.17718
N4 -1.21836 4.92097 2.52802
O7 -1.44306 5.96294 3.09675
O8 -1.72828 4.63829 1.45104
H16 1.61168 1.12382 5.24718
H17 0.65717 0.70811 2.87188
H18 -0.43721 2.48435 1.68806
H19 0.14735 5.15336 4.85360
H20 1.33935 3.51901 6.13108
C25 -4.39013 8.13365 -1.14726
C26 -3.72970 7.12711 -0.13531
O9 -2.87631 6.14890 -0.76585
C27 -3.40830 5.02128 -1.08655
O10 -4.61892 4.67244 -0.92906
O11 -2.44454 4.30327 -1.71589
C28 -2.77761 3.10507 -2.41802
H21 -4.85454 8.97538 -0.63353
H22 -5.18035 7.66207 -1.73145
H23 -3.59859 8.51970 -1.78955
H24 -4.53636 6.71216 0.46902
H25 -3.04828 7.65524 0.53165
H26 -3.60702 2.59907 -1.92392
H27 -1.92319 2.43027 -2.36597
H28 -2.95641 3.43095 -3.44268
C29 -3.81316 1.42596 0.44693
C30 -3.77497 2.01638 1.89494
O12 -3.33298 1.00193 2.72366
C31 -3.74788 0.97168 4.00150
O13 -4.54607 1.83827 4.43940
O14 -3.15021 -0.02969 4.73259
C32 -2.16173 -0.93592 4.20894
H29 -4.11062 0.37733 0.44881
H30 -2.76909 1.36346 0.14016
H31 -4.45925 2.01606 -0.20304
H32 -4.79566 2.30916 2.14106
H33 -3.21786 2.94139 2.04356
H34 -2.36347 -1.26053 3.18815
H35 -2.15989 -1.83033 4.83194
H36 -1.19344 -0.43538 4.20964
C33 7.62225 4.70386 -4.58256
C34 7.64743 3.13476 -4.60067
O15 6.29690 2.53085 -4.81405
C35 5.55055 2.26026 -3.72287
O16 5.79460 2.45700 -2.51415
O17 4.38479 1.81985 -4.04799
C36 3.37362 1.47464 -3.04033
H37 8.52433 5.22799 -4.89821
H38 7.52024 5.14995 -3.59326
H39 6.81341 5.01092 -5.24558
H40 8.14337 2.74759 -3.71059
H41 8.36047 2.86223 -5.37876
H42 2.33345 1.62065 -3.33160
H43 3.54725 1.98420 -2.09254
H44 3.69687 0.45384 -2.83647
C37 -1.75078 -5.43251 -2.65929
C38 -1.70250 -6.45549 -1.49098
O18 -2.43560 -5.79242 -0.41199
C39 -3.05487 -6.52564 0.46900
O19 -3.32562 -7.72594 0.37592
O20 -3.44851 -5.71443 1.47038
C40 -3.95088 -6.25437 2.68868
H45 -2.76267 -5.37490 -3.06039
H46 -1.11121 -5.67150 -3.50895
H47 -1.41520 -4.42185 -2.42681
H48 -0.64754 -6.56129 -1.23804
H49 -2.06271 -7.40158 -1.89503
H50 -4.86048 -6.84755 2.59460
H51 -4.38793 -5.45592 3.28832
H52 -3.20436 -6.69765 3.34772
C41 0.54785 -0.71497 -0.42657
Br1 0.31556 -2.29270 -1.62851
Br2 -0.56456 -1.05948 1.22195
Br3 0.18089 0.97377 -1.46734
H53 1.61132 -0.70312 -0.18788

The calculation puts the LUMO energy at -0.95 eV.


4.
DFT (ωB97M-V/def2-TZVPD) results for a molecular structure, C41H54AsFN2OSi3Zn.

Geometry (Å):
Zn1 0.45523 -1.06231 0.61799
C1 -0.67012 2.58434 3.26090
Si1 0.68895 1.28396 2.98938
C2 1.82565 2.01834 1.68499
C3 1.73884 1.27304 4.57292
N1 0.10250 -0.21270 2.48577
C4 -0.69132 -1.05986 3.23502
C5 -1.15287 -0.77263 4.52300
C6 -1.93918 -1.65810 5.26846
C7 -2.28370 -2.87610 4.71935
C8 -1.85625 -3.18961 3.42529
C9 -1.09608 -2.31845 2.63794
N2 -0.71376 -2.58711 1.33830
Si2 -1.47513 -3.74569 0.36058
C10 -3.35977 -3.62954 0.34841
C11 -1.07656 -5.55896 0.78662
C12 -0.90984 -3.54685 -1.41980
H1 -0.26701 3.52403 3.65347
H2 -1.43402 2.22254 3.95399
H3 -1.16677 2.79806 2.30952
H4 2.15444 3.01694 1.99411
H5 1.32347 2.10694 0.72024
H6 2.70555 1.38858 1.53480
H7 2.18761 2.25892 4.73688
H8 2.54835 0.54608 4.46327
H9 1.17250 1.00390 5.46616
H10 -0.88920 0.18213 4.96591
H11 -2.26692 -1.38238 6.26590
H12 -2.88339 -3.58873 5.27692
H13 -2.13221 -4.15105 3.00778
H14 -3.78272 -3.71987 1.35105
H15 -3.79073 -4.41601 -0.28064
H16 -3.66770 -2.66285 -0.05663
H17 -1.45158 -5.85538 1.76876
H18 0.00459 -5.72181 0.78091
H19 -1.52144 -6.22699 0.04047
H20 -1.01568 -2.50698 -1.73533
H21 -1.51983 -4.17076 -2.08121
H22 0.13356 -3.83890 -1.55197
F1 -6.21316 -0.10188 -0.49665
C13 -4.84227 -0.06300 -0.58308
C14 -4.10420 0.26334 0.53926
C15 -2.72251 0.30850 0.44650
C16 -2.04529 0.04798 -0.76345
C17 -0.58431 0.13863 -0.85542
C18 -2.84721 -0.30719 -1.86128
C19 -4.23487 -0.36636 -1.77992
H23 -4.60573 0.44839 1.48178
H24 -2.13099 0.52299 1.32899
H25 -0.20638 1.08421 -0.44629
H26 -0.23548 0.02681 -1.88393
H27 -2.36750 -0.51683 -2.81338
H28 -4.83730 -0.63318 -2.63993
C20 2.32513 -2.26139 -2.63253
Si3 3.09214 -2.44968 -0.91096
C21 4.97106 -2.50568 -1.25567
C22 2.70472 -4.15808 -0.20707
C23 2.51782 -1.12627 0.19200
H29 2.41358 -3.17226 -3.23231
H30 2.83448 -1.46335 -3.18120
H31 1.26934 -1.99773 -2.56145
H32 5.24207 -3.32201 -1.93446
H33 5.52773 -2.64205 -0.32363
H34 5.30912 -1.56691 -1.70618
H35 2.80832 -4.95505 -0.94954
H36 1.69244 -4.18271 0.20055
H37 3.39036 -4.37586 0.61816
H38 2.70093 -0.13954 -0.25732
H39 3.02456 -1.15006 1.16488
O1 -1.03123 1.16667 -5.50926
As1 -0.93163 2.55785 -4.64929
C24 -0.67739 4.03600 -5.88207
C25 -0.39615 3.71579 -7.20404
C26 -0.18080 4.72660 -8.13171
C27 -0.24842 6.05611 -7.73832
C28 -0.53624 6.37702 -6.41779
C29 -0.75273 5.36768 -5.49076
C30 -2.47895 3.08100 -3.63745
C31 -3.57342 3.62833 -4.30397
C32 -4.72923 3.91962 -3.59881
C33 -4.79358 3.65636 -2.23382
C34 -3.70557 3.10964 -1.57291
C35 -2.54127 2.82113 -2.27474
C36 0.56571 2.59721 -3.45341
C37 1.43260 1.51241 -3.47585
C38 2.50086 1.47692 -2.59117
C39 2.69761 2.51742 -1.69590
C40 1.83102 3.60163 -1.67938
C41 0.75951 3.64260 -2.55732
H40 -0.35504 2.66869 -7.48265
H41 0.04031 4.47705 -9.16231
H42 -0.07936 6.84477 -8.46148
H43 -0.59466 7.41406 -6.11077
H44 -0.99023 5.61920 -4.46339
H45 -3.52237 3.82028 -5.37012
H46 -5.58541 4.33748 -4.11444
H47 -5.70606 3.86147 -1.68747
H48 -3.76322 2.86245 -0.52084
H49 -1.70065 2.36226 -1.76456
H50 1.23134 0.68325 -4.14495
H51 3.15157 0.61353 -2.56527
H52 3.50039 2.45866 -0.97243
H53 1.96440 4.39014 -0.94958
H54 0.05603 4.46656 -2.51294

As for the total charge: -2. The energy above the lowest of the compared OMol25 structures with the same formula, charge and spin is 0.0 kcal per mole. The calculation puts the LUMO energy at 3.63 eV.